one) The following is a DFT calculation (ωB97M-V with the def2-TZVPD basis set) of a cluster of 20 separate species, H39O20 in total.

Atoms and positions in Å:
O (3.687, -1.412, -1.631)
H (-0.733, -1.701, 1.156)
O (-0.445, 1.069, 4.168)
H (-0.488, 2.138, 4.027)
H (-0.329, 0.944, 3.218)
O (4.940, 1.175, -1.311)
H (-1.743, -2.518, -1.970)
H (4.993, 2.040, -1.328)
O (2.950, 2.791, -0.637)
H (2.557, 3.621, -0.284)
H (-1.839, 1.553, -1.145)
O (-1.551, 0.657, -0.984)
H (1.832, -1.406, -4.117)
H (4.239, 0.998, -0.534)
O (-2.961, -1.300, -1.761)
H (4.330, -0.823, -1.368)
H (2.874, -0.714, -1.381)
O (0.372, -2.564, 0.267)
H (1.579, -2.292, 3.919)
H (0.623, -2.642, 1.095)
O (-0.237, 3.561, 3.146)
H (1.229, -2.206, 0.132)
H (0.356, -4.791, 2.798)
O (0.706, -1.562, 5.538)
H (-0.204, -1.875, 5.805)
H (0.512, -0.601, 5.270)
O (-1.372, -1.154, 1.606)
H (-1.657, -0.460, 0.963)
H (-1.060, -5.116, 2.352)
O (0.882, -1.236, -4.163)
H (2.445, 1.988, -0.610)
H (0.440, -1.196, -3.298)
O (0.713, 2.860, -4.169)
H (0.638, -0.916, -1.611)
H (-3.443, -1.732, -1.127)
O (3.541, 1.158, 2.133)
H (4.078, 1.749, 2.670)
H (-0.979, 3.957, 3.600)
O (-0.829, -2.785, -2.322)
H (-0.321, 3.714, 2.229)
H (-0.359, -3.252, -1.707)
O (-4.572, 2.123, -3.363)
H (-4.361, 1.892, -2.398)
H (-4.520, 1.072, -3.300)
O (-5.145, -0.532, -2.492)
H (-4.155, -1.079, -2.385)
H (0.755, 2.042, -3.415)
O (1.000, -0.052, -1.296)
H (-5.025, -0.194, -3.298)
H (0.275, 0.482, -1.345)
O (-0.170, -5.115, 2.001)
H (-2.140, -0.039, -1.593)
H (0.318, 2.235, -4.912)
O (-2.456, 4.384, 1.648)
H (-2.893, 3.834, 0.976)
H (-2.526, 5.275, 1.257)
O (1.089, -2.492, 3.064)
H (0.624, -1.575, 3.253)
H (2.930, 0.997, 2.869)

Results
**2S+1**: 1
**LUMO**: 0.05684 hartree
**Total charge**: -1
**Orbital gap**: 7.944 eV
**HOMO energy**: -6.40 eV

two) The following is a DFT calculation (ωB97M-V with the def2-TZVPD basis set) of a cluster of 20 separate species, H39O20 in total.

Atoms and positions in Å:
O (-2.057, -4.742, -1.377)
H (-2.614, -4.299, -0.706)
O (0.225, 1.679, -5.809)
H (-0.101, 1.261, -5.017)
H (1.135, 1.357, -5.946)
O (0.584, 4.815, -3.564)
H (0.997, 4.075, -3.937)
H (0.656, 4.783, -2.594)
O (2.440, 2.122, -0.118)
H (2.946, 1.418, -0.506)
H (-1.692, -4.112, -1.952)
O (-5.687, 1.699, 1.576)
H (-5.088, 1.461, 0.906)
H (-5.258, 2.328, 2.192)
O (0.153, -4.327, 3.631)
H (-0.309, -5.082, 3.329)
H (-0.155, -3.474, 3.326)
O (-1.153, 2.433, 1.643)
H (-0.919, 1.544, 1.647)
H (-1.955, 2.687, 1.301)
O (-0.650, 0.487, -0.407)
H (1.847, 1.631, 0.496)
H (2.335, -3.443, -2.335)
O (0.882, 3.879, -0.786)
H (0.532, 3.776, 0.071)
H (1.668, 3.411, -0.923)
O (5.025, 1.211, -0.286)
H (5.804, 1.551, 0.150)
H (5.358, 0.374, -0.724)
O (-1.466, -1.146, 1.417)
H (-1.457, -0.270, 0.853)
H (-0.621, -1.546, 1.210)
O (1.896, -1.397, -0.775)
H (0.968, -1.574, -0.971)
H (1.861, -0.810, 0.051)
O (1.259, 0.321, 1.121)
H (1.775, -0.275, 1.623)
H (-0.729, -0.021, -1.166)
O (2.000, -3.871, -1.583)
H (0.210, 0.648, 0.285)
H (1.927, -3.183, -0.871)
O (2.681, -2.366, 4.453)
H (2.809, -2.151, 3.514)
H (2.966, -1.726, 5.093)
O (1.149, 3.518, 3.364)
H (0.333, 3.142, 3.171)
H (1.752, 2.742, 3.322)
O (-3.438, -2.247, 0.422)
H (-3.643, -1.308, 0.320)
H (-3.294, -2.549, 1.299)
O (-0.190, 0.208, -3.552)
H (-1.011, -0.085, -3.123)
H (0.515, -0.330, -3.215)
O (-0.878, -4.902, 1.427)
H (-0.106, -4.575, 0.877)
H (-1.425, -5.056, 0.625)
O (-3.797, 3.467, -0.383)
H (-4.135, 3.599, -1.346)
H (-2.864, 3.237, -0.743)

Results
**2S+1**: 1
**LUMO**: 0.06591 hartree
**Total charge**: -1
**Orbital gap**: 9.006 eV
**HOMO energy**: -7.21 eV

two) is favored, and the nearest alternative lies 51.7 kcal/mol above it.

one) The following is a DFT calculation (ωB97M-V with the def2-TZVPD basis set) of a cluster of 2 separate species, C5H10N3O2S in total.

Atoms and positions in Å:
C (0.370, 1.006, -1.389)
C (0.465, -0.154, -0.635)
C (-0.798, 1.157, 0.452)
C (-1.680, 1.898, 1.383)
C (-0.879, 3.093, -1.141)
N (-0.406, 1.842, -0.696)
N (-0.276, 0.043, 0.443)
N (1.393, -5.007, 0.683)
O (1.641, -2.582, -0.261)
O (2.877, -3.438, 1.698)
S (2.293, -3.646, 0.470)
H (0.550, 1.133, -2.470)
H (1.077, -1.015, -0.859)
H (-2.695, 1.656, 1.001)
H (-1.686, 1.552, 2.442)
H (-1.435, 2.970, 1.294)
H (-1.751, 3.048, -1.812)
H (-1.051, 3.698, -0.221)
H (-0.114, 3.545, -1.894)
H (1.422, -5.465, 1.531)
H (0.684, -5.334, -0.019)

Results
**2S+1**: 1
**LUMO (spin up / spin down)**: -0.15305 / -0.27060 hartree
**Total charge**: +1
**Orbital gap (spin up / spin down)**: 9.876 / 4.679 eV
**HOMO energy (spin up / spin down)**: -14.04 / -12.04 eV

two) The following is a DFT calculation (ωB97M-V with the def2-TZVPD basis set) of a cluster of 2 separate species, C5H10N3O2S in total.

Atoms and positions in Å:
C (2.160, -0.146, 0.447)
C (1.871, -0.725, -0.749)
C (-0.108, -0.471, 0.255)
C (2.440, -1.418, -1.906)
C (0.933, 0.986, 2.378)
N (0.980, 0.085, 1.093)
N (0.543, -0.851, -0.863)
N (-4.626, 1.333, 0.056)
O (-1.276, -0.382, 0.440)
O (-2.931, 0.423, -1.707)
S (-3.673, 0.052, -0.545)
H (3.111, 0.010, 0.788)
H (1.620, -1.621, -2.527)
H (3.399, -0.939, -2.285)
H (2.803, -2.356, -1.561)
H (0.473, 0.376, 3.233)
H (1.922, 1.392, 2.380)
H (0.236, 1.783, 2.305)
H (-0.004, -0.967, -1.751)
H (-5.058, 1.284, 0.942)
H (-4.815, 2.152, -0.424)

Results
**2S+1**: 1
**LUMO (spin up / spin down)**: -0.25480 / -0.24824 hartree
**Total charge**: +1
**Orbital gap (spin up / spin down)**: 3.467 / 3.783 eV
**HOMO energy (spin up / spin down)**: -10.40 / -10.54 eV

two) is favored, and the nearest alternative lies 27.1 kcal/mol above it.

one) The following is a DFT calculation (ωB97M-V with the def2-TZVPD basis set) of a structure of composition C51H35Br2Cl2N6O6PSn.

Atoms and positions in Å:
Sn (1.134, 1.284, -0.583)
Cl (-4.242, 5.132, -3.232)
C (-2.767, 4.695, -2.394)
C (-2.841, 3.778, -1.358)
C (-1.683, 3.351, -0.687)
N (-1.633, 2.265, 0.144)
C (-2.656, 1.860, 0.874)
O (-3.652, 2.497, 1.268)
C (-2.585, 0.387, 1.285)
C (-3.463, -0.072, 2.266)
C (-3.497, -1.423, 2.565)
C (-2.667, -2.286, 1.862)
C (-1.817, -1.740, 0.911)
N (-1.763, -0.439, 0.634)
C (-0.453, 3.976, -1.028)
C (-0.404, 4.888, -2.068)
C (-1.550, 5.240, -2.772)
Cl (-1.417, 6.360, -4.107)
N (0.711, 3.583, -0.328)
C (1.189, 4.382, 0.611)
O (0.862, 5.540, 0.910)
C (2.237, 3.691, 1.457)
C (3.180, 4.453, 2.136)
C (4.131, 3.811, 2.906)
C (4.090, 2.425, 3.004)
C (3.100, 1.751, 2.312)
N (2.196, 2.361, 1.548)
H (-3.796, 3.356, -1.075)
H (-4.104, 0.652, 2.751)
H (-4.171, -1.804, 3.325)
H (-2.671, -3.354, 2.045)
H (-1.152, -2.379, 0.337)
H (0.549, 5.332, -2.327)
H (3.140, 5.529, 2.036)
H (4.896, 4.378, 3.425)
H (4.809, 1.870, 3.592)
H (3.041, 0.670, 2.361)
O (0.498, -2.702, -2.415)
C (1.375, -2.356, -1.611)
O (1.816, -1.197, -1.376)
C (2.099, -3.494, -0.862)
C (2.178, -4.711, -1.537)
C (2.910, -5.772, -1.033)
C (3.590, -5.628, 0.168)
C (3.495, -4.435, 0.865)
C (2.728, -3.366, 0.390)
P (2.570, -1.858, 1.454)
C (2.058, -2.560, 3.092)
C (1.714, -1.574, 4.029)
C (1.107, -1.895, 5.233)
C (0.805, -3.220, 5.523)
C (1.128, -4.208, 4.606)
C (1.744, -3.883, 3.402)
C (4.373, -1.591, 1.699)
C (5.063, -1.083, 0.593)
C (6.409, -0.769, 0.687)
C (7.092, -0.966, 1.884)
C (6.415, -1.469, 2.985)
C (5.060, -1.775, 2.896)
H (1.661, -4.787, -2.484)
H (2.965, -6.708, -1.579)
H (4.184, -6.444, 0.565)
H (4.026, -4.327, 1.805)
H (1.889, -0.530, 3.784)
H (0.839, -1.107, 5.928)
H (0.291, -3.473, 6.443)
H (0.896, -5.244, 4.826)
H (1.958, -4.670, 2.692)
H (4.524, -0.908, -0.336)
H (6.920, -0.347, -0.170)
H (8.144, -0.716, 1.962)
H (6.939, -1.623, 3.922)
H (4.532, -2.146, 3.767)
C (1.327, 1.799, -4.816)
O (0.383, 1.418, -3.828)
C (-0.880, 1.234, -4.253)
C (-1.312, 1.506, -5.538)
C (-2.643, 1.272, -5.880)
Br (-3.204, 1.606, -7.668)
C (-3.548, 0.814, -4.965)
C (-3.124, 0.572, -3.648)
C (-1.788, 0.741, -3.290)
O (-1.326, 0.501, -2.066)
C (-4.087, 0.212, -2.615)
N (-3.785, -0.282, -1.443)
C (-4.988, -0.427, -0.771)
C (-5.252, -0.917, 0.504)
C (-6.569, -0.945, 0.926)
C (-7.613, -0.503, 0.102)
C (-7.368, -0.019, -1.172)
C (-6.042, 0.009, -1.587)
N (-5.440, 0.401, -2.765)
H (1.120, 2.811, -5.179)
H (1.310, 1.095, -5.651)
H (2.293, 1.781, -4.329)
H (-0.641, 1.920, -6.274)
H (-4.571, 0.631, -5.261)
H (-2.052, 0.179, -1.484)
H (-4.440, -1.248, 1.138)
H (-6.802, -1.311, 1.918)
H (-8.631, -0.535, 0.472)
H (-8.172, 0.327, -1.811)
H (-5.870, 0.916, -3.510)
Br (3.436, 1.988, -1.659)

Results
**2S+1**: 1
**LUMO**: 0.13574 hartree
**Total charge**: -2
**Orbital gap**: 5.837 eV
**HOMO energy**: -2.14 eV

two) The following is a DFT calculation (ωB97M-V with the def2-TZVPD basis set) of a structure of composition C51H35Br2Cl2N6O6PSn.

Atoms and positions in Å:
Sn (-0.679, -1.823, 0.635)
Cl (5.071, -1.631, -3.209)
C (3.685, -2.284, -2.369)
C (3.298, -1.681, -1.179)
C (2.179, -2.148, -0.502)
N (1.624, -1.588, 0.639)
C (2.287, -0.813, 1.488)
O (3.451, -0.393, 1.440)
C (1.430, -0.428, 2.679)
C (1.885, 0.535, 3.567)
C (1.095, 0.864, 4.654)
C (-0.111, 0.206, 4.831)
C (-0.495, -0.744, 3.898)
N (0.255, -1.046, 2.838)
C (1.464, -3.264, -1.009)
C (1.885, -3.869, -2.184)
C (2.985, -3.366, -2.871)
Cl (3.442, -4.118, -4.375)
N (0.341, -3.613, -0.268)
C (-0.083, -4.865, -0.088)
O (0.319, -5.902, -0.618)
C (-1.179, -4.935, 0.960)
C (-1.860, -6.120, 1.171)
C (-2.872, -6.143, 2.112)
C (-3.176, -4.985, 2.808)
C (-2.454, -3.836, 2.541)
N (-1.456, -3.825, 1.654)
H (3.856, -0.849, -0.777)
H (2.845, 0.992, 3.371)
H (1.415, 1.627, 5.355)
H (-0.769, 0.424, 5.661)
H (-1.443, -1.254, 3.995)
H (1.355, -4.732, -2.559)
H (-1.595, -6.974, 0.565)
H (-3.442, -7.049, 2.280)
H (-3.984, -4.946, 3.525)
H (-2.696, -2.892, 3.014)
O (-3.657, -0.783, 4.293)
C (-3.492, -0.258, 3.174)
O (-2.894, -0.731, 2.177)
C (-4.056, 1.139, 2.942)
C (-5.222, 1.518, 3.602)
C (-5.821, 2.738, 3.341)
C (-5.244, 3.603, 2.416)
C (-4.066, 3.243, 1.782)
C (-3.449, 2.019, 2.044)
P (-1.868, 1.534, 1.212)
C (-0.958, 3.135, 1.141)
C (-1.021, 4.075, 2.173)
C (-0.140, 5.146, 2.224)
C (0.835, 5.302, 1.248)
C (0.928, 4.363, 0.229)
C (0.049, 3.292, 0.184)
C (-2.522, 1.334, -0.500)
C (-2.435, 2.295, -1.506)
C (-2.922, 2.032, -2.779)
C (-3.517, 0.809, -3.063)
C (-3.636, -0.145, -2.061)
C (-3.142, 0.116, -0.792)
H (-5.644, 0.818, 4.312)
H (-6.741, 3.012, 3.844)
H (-5.711, 4.554, 2.188)
H (-3.615, 3.923, 1.067)
H (-1.764, 3.964, 2.953)
H (-0.214, 5.860, 3.036)
H (1.525, 6.137, 1.289)
H (1.699, 4.450, -0.527)
H (0.162, 2.552, -0.599)
H (-1.983, 3.259, -1.305)
H (-2.832, 2.788, -3.552)
H (-3.888, 0.603, -4.060)
H (-4.092, -1.112, -2.244)
H (-3.250, -0.640, -0.023)
C (-1.410, -2.718, -3.182)
O (-0.699, -1.624, -2.608)
C (0.295, -1.096, -3.330)
C (0.620, -1.460, -4.622)
C (1.735, -0.887, -5.234)
Br (2.156, -1.393, -7.020)
C (2.543, 0.002, -4.583)
C (2.222, 0.376, -3.265)
C (1.076, -0.126, -2.651)
O (0.714, 0.175, -1.406)
C (3.147, 1.166, -2.463)
N (2.881, 1.622, -1.262)
C (4.050, 2.204, -0.807)
C (4.329, 2.808, 0.415)
C (5.607, 3.297, 0.609)
C (6.592, 3.187, -0.383)
C (6.328, 2.583, -1.600)
C (5.042, 2.097, -1.790)
N (4.433, 1.445, -2.846)
H (-0.706, -3.507, -3.467)
H (-1.976, -2.386, -4.058)
H (-2.093, -3.094, -2.421)
H (0.035, -2.200, -5.146)
H (3.418, 0.398, -5.081)
H (1.403, 0.764, -1.008)
H (3.566, 2.870, 1.178)
H (5.860, 3.766, 1.552)
H (7.584, 3.573, -0.188)
H (7.093, 2.488, -2.360)
H (4.894, 1.046, -3.644)
Br (-4.020, -3.852, -0.863)

Results
**2S+1**: 1
**LUMO**: 0.13143 hartree
**Total charge**: -2
**Orbital gap**: 6.164 eV
**HOMO energy**: -2.59 eV

two) is favored, and the nearest alternative lies 63.9 kcal/mol above it.

one) The following is a DFT calculation (ωB97M-V with the def2-TZVPD basis set) of an isolated molecule of C4H4F2N2.

Atoms and positions in Å:
C (2.458, 1.509, -0.248)
C (1.583, 0.540, -0.440)
C (0.614, -0.431, 0.034)
F (1.187, -1.060, 1.145)
F (0.188, -1.223, -1.005)
C (-0.576, 0.316, 0.293)
N (-1.774, -0.114, -0.264)
N (-2.901, 0.670, 0.164)
H (3.310, 2.255, 0.022)
H (-0.708, 0.954, 1.139)
H (-3.000, 1.324, 0.885)
H (-3.732, 0.520, -0.438)

Results
**2S+1**: 1
**LUMO**: 0.00966 hartree
**Orbital gap**: 9.251 eV
**HOMO energy**: -8.99 eV

two) The following is a DFT calculation (ωB97M-V with the def2-TZVPD basis set) of an isolated molecule of C4H4F2N2.

Atoms and positions in Å:
C (-1.043, 0.919, -0.489)
C (0.017, 1.662, -0.424)
C (-0.337, -1.062, 0.528)
C (1.131, -0.957, 0.110)
N (-1.248, -0.256, 0.224)
N (1.580, 0.222, 0.726)
F (1.217, -0.964, -1.283)
F (2.778, 0.672, 0.196)
H (-1.938, 1.209, -1.040)
H (0.638, 2.513, -0.524)
H (-0.615, -1.911, 1.139)
H (1.699, -1.841, 0.438)

Results
**2S+1**: 1
**LUMO (spin up / spin down)**: -0.03360 / -0.01329 hartree
**Orbital gap (spin up / spin down)**: 8.201 / 9.473 eV
**HOMO energy (spin up / spin down)**: -9.12 / -9.83 eV

one) is favored, and the nearest alternative lies 26.8 kcal/mol above it.